(1)
C52H104O27 | the ωB97M-V functional and the def2-TZVPD basis

Each line ends with the Mulliken charge.
Positions of all 183 atoms, in Å:
O  -15.492  5.290  26.991  -0.47
H  -9.671  10.071  29.368  0.42
H  -12.028  6.444  23.966  0.71
C  -10.037  7.012  24.693  -1.76
H  -9.760  10.135  26.806  0.43
O  -12.964  7.321  26.326  -0.61
H  -5.550  12.323  20.698  0.29
H  -11.919  11.880  23.121  0.91
C  -18.351  5.520  19.914  -0.96
H  -19.384  7.213  21.005  -0.25
H  -17.923  4.628  24.097  1.36
C  -6.210  12.432  21.558  -0.90
H  -13.530  9.466  25.826  -0.36
C  -7.540  8.540  20.867  -0.53
C  -12.866  3.213  23.490  -1.50
C  -15.817  15.392  24.244  -0.79
O  -13.206  8.779  28.085  -0.64
H  -15.003  5.705  23.011  -0.66
C  -13.988  4.149  23.902  0.20
H  -9.307  6.310  21.688  0.13
C  -14.759  4.384  27.825  -0.86
H  -19.512  9.760  21.225  0.30
C  -15.150  3.799  22.943  0.52
H  -10.814  8.273  19.094  0.35
H  -11.842  6.979  18.944  1.55
H  -12.861  8.983  21.606  -0.76
H  -15.118  10.633  21.475  0.86
H  -12.963  2.370  24.175  0.61
O  -17.829  8.107  22.126  0.86
H  -13.114  9.167  24.222  -0.50
C  -8.466  11.847  21.994  0.47
C  -14.166  4.050  19.101  -0.43
O  -13.190  2.838  22.126  -0.45
H  -11.279  7.647  20.583  -1.12
C  -14.587  7.604  24.032  -2.04
H  -16.781  15.858  24.445  0.29
H  -10.626  10.369  25.359  -0.53
H  -19.491  7.048  22.738  1.19
O  -17.347  8.079  19.899  -0.66
H  -16.556  5.215  23.142  -0.31
H  -13.694  5.709  21.169  -0.83
C  -12.850  10.298  25.644  -1.73
H  -9.404  4.709  23.371  0.58
C  -14.514  5.911  20.480  1.66
C  -14.854  6.761  22.784  -0.03
H  -15.981  8.996  23.161  -0.22
H  -13.048  9.107  18.535  0.48
H  -15.947  5.969  22.034  -1.18
H  -19.889  9.632  22.923  0.26
H  -14.650  13.046  21.124  0.41
O  -15.373  12.753  24.788  -0.69
C  -17.034  8.299  21.096  -0.58
H  -16.356  6.468  19.791  -0.38
H  -13.682  5.186  23.765  -0.31
O  -8.342  7.693  21.649  -0.21
H  -13.543  12.117  24.965  1.16
O  -9.284  10.815  21.871  0.31
H  -14.354  9.642  23.116  1.23
C  -13.548  5.226  18.425  -1.34
C  -9.950  9.237  28.723  -1.57
O  -8.213  8.850  23.702  -0.71
C  -9.918  5.450  21.414  -1.00
C  -13.530  11.115  24.535  0.18
H  -10.216  3.504  22.242  0.67
H  -13.692  13.156  22.564  0.35
C  -19.936  9.094  21.976  -1.63
H  -14.263  10.809  22.982  -2.22
C  -11.523  7.230  24.527  0.88
C  -10.154  4.531  22.600  -1.10
H  -12.411  9.767  21.906  -0.31
H  -14.221  4.908  28.615  0.45
H  -13.781  8.106  19.780  -1.29
H  -15.757  7.171  22.333  1.23
H  -15.528  7.871  24.513  0.81
H  -12.737  10.782  26.614  0.59
C  -12.538  11.012  23.345  0.55
C  -8.584  7.911  22.980  0.47
H  -13.080  10.697  22.454  -0.66
H  -10.984  9.159  21.062  0.19
O  -11.242  8.685  26.771  -0.18
H  -15.070  2.695  21.093  0.96
H  -9.385  4.870  20.661  0.41
H  -14.076  3.929  24.966  0.13
C  -10.674  11.086  22.101  -1.56
O  -13.002  11.723  21.235  0.54
O  -11.648  9.976  23.612  -0.47
C  -18.074  6.654  23.562  0.15
O  -15.545  12.335  22.509  -0.68
C  -16.329  10.029  23.140  -1.04
C  -13.624  12.986  21.489  -1.29
H  -16.320  4.873  19.371  0.51
H  -14.923  6.789  18.566  0.68
C  -19.179  7.727  21.944  0.08
O  -15.847  8.661  21.548  0.64
C  -11.321  9.761  21.906  -0.53
O  -12.733  9.817  20.420  -0.98
H  -15.303  6.461  20.994  0.81
O  -17.890  5.162  22.140  -0.43
C  -16.582  5.223  21.556  2.55
H  -12.863  6.206  22.118  0.36
H  -13.852  9.021  21.071  0.16
H  -12.462  5.189  18.510  0.39
H  -14.536  10.792  24.268  0.42
H  -7.990  8.429  19.881  0.33
H  -15.354  3.648  28.365  0.36
H  -13.842  5.169  17.377  0.56
C  -12.967  8.200  22.356  0.49
H  -11.034  9.036  22.668  0.82
C  -13.817  8.770  23.490  3.44
O  -15.856  14.315  23.269  -0.32
O  -15.023  4.570  20.107  -1.31
C  -13.518  10.898  20.373  -0.16
H  -10.799  11.548  23.081  0.73
C  -14.837  9.052  20.605  -1.54
H  -14.207  4.243  21.068  -0.69
O  -7.206  11.442  21.617  -0.41
H  -13.974  7.010  24.710  -0.83
C  -16.129  4.711  25.931  0.49
H  -15.044  7.460  26.391  0.11
H  -12.830  4.508  21.556  0.10
H  -11.900  3.705  23.601  0.09
H  -5.497  12.277  22.368  0.31
C  -11.266  5.875  20.871  0.61
H  -21.010  8.926  21.885  0.51
H  -6.578  13.457  21.506  0.35
H  -15.107  9.993  20.125  1.06
O  -14.520  11.088  19.619  -0.61
H  -14.781  8.247  19.872  0.94
O  -16.152  3.507  25.625  -0.61
H  -7.514  9.550  21.277  0.21
H  -11.137  11.612  21.267  1.01
H  -12.061  7.768  22.781  0.24
H  -15.765  2.978  23.310  0.93
H  -11.957  7.147  25.524  0.58
C  -14.061  6.473  19.155  -0.80
C  -16.828  5.529  20.079  0.14
C  -12.226  5.349  21.897  1.23
H  -11.269  10.526  27.561  0.31
H  -15.087  16.137  23.928  0.31
H  -10.669  8.684  29.328  0.34
H  -14.056  3.716  27.327  0.27
H  -18.663  6.311  22.711  -1.24
H  -9.125  8.529  28.648  0.35
H  -15.991  4.319  21.699  0.46
H  -11.252  8.805  25.311  -0.51
H  -14.174  6.415  27.606  0.29
H  -11.617  5.517  19.903  -0.16
H  -15.441  15.123  25.232  0.35
H  -6.526  8.143  20.900  0.30
O  -16.650  5.687  25.217  -0.28
H  -17.323  10.141  22.707  0.46
O  -9.351  6.921  23.435  -0.09
C  -15.565  13.110  23.621  0.56
C  -11.498  9.821  25.003  0.52
H  -13.382  7.326  19.163  -1.70
C  -17.241  5.466  23.952  -0.53
H  -18.970  3.721  20.991  0.51
H  -17.501  7.549  23.321  -0.47
C  -14.423  3.358  21.667  -0.53
H  -9.570  7.785  25.303  0.57
O  -11.496  4.931  22.998  -0.71
H  -18.697  6.552  19.971  0.27
H  -15.827  4.639  22.790  -1.39
H  -13.422  3.362  19.504  0.37
H  -9.838  6.054  25.174  0.20
C  -14.240  6.746  26.569  0.05
C  -12.893  8.684  19.527  1.27
H  -11.807  8.234  24.210  -0.35
H  -11.360  6.960  20.841  -0.82
C  -11.684  7.843  19.590  -1.70
H  -12.991  13.749  21.036  0.41
H  -16.349  10.203  24.216  0.68
C  -15.238  10.941  22.514  0.52
C  -10.542  9.722  27.443  0.08
H  -14.333  5.834  25.979  0.64
C  -18.839  4.794  21.133  -1.00
H  -18.774  6.944  24.347  0.68
C  -12.551  8.336  27.119  0.14
O  -13.740  7.070  21.911  0.82
H  -14.797  3.478  18.420  0.49
O  -8.737  12.961  22.412  -0.65
H  -19.739  5.316  21.458  0.60
H  -18.902  5.125  19.061  0.50

HOMO level: -6.8 eV
energy relative to the best compared isomer or geometry (same formula, charge and spin): 79.441 eV
spin multiplicity: 1
gap between HOMO and LUMO: 0.2668 Eh


(2)
C12H23N3O6P | the ωB97M-V functional and the def2-TZVPD basis

Each line ends with the Mulliken charge.
Positions of all 45 atoms, in Å:
N  4.980  -0.393  1.246  -0.57
O  4.307  2.027  2.493  -0.59
H  -4.307  -3.350  -0.569  0.43
C  4.079  0.522  0.688  -0.11
H  1.629  4.374  -0.854  0.28
H  -2.378  -0.185  0.100  0.29
O  -5.627  -1.419  0.528  -0.41
C  -3.833  -2.382  -0.721  -0.58
O  1.418  0.872  -1.580  -0.68
N  -2.836  -2.237  0.394  0.02
C  -1.844  -1.112  0.295  -0.73
H  -0.863  -4.509  -0.643  0.28
H  -0.092  -0.594  -0.787  -0.06
H  -3.297  -2.394  -1.668  0.30
C  -5.409  -0.441  1.545  -0.62
O  3.576  5.474  -0.256  -0.51
H  -5.552  -1.432  -1.505  0.38
H  1.023  3.085  -1.653  0.28
H  5.062  -0.172  2.235  0.32
O  5.238  4.569  1.448  -0.42
H  3.881  4.889  -0.958  0.37
H  -1.232  -1.511  -1.758  0.40
H  -2.295  -3.101  0.485  0.35
O  -0.109  -2.593  -0.376  -0.43
H  0.687  -4.173  -1.418  0.26
C  3.323  2.945  0.550  -0.04
H  -4.856  0.424  1.174  0.31
H  -4.446  -0.290  -0.757  0.35
C  3.293  0.224  -0.340  -0.56
H  -4.865  -0.887  2.386  0.27
H  -3.371  -2.161  1.263  0.35
H  -6.376  -0.107  1.914  0.26
H  5.909  -0.268  0.865  0.30
C  -4.879  -1.289  -0.658  -0.49
H  3.325  -0.742  -0.800  0.50
C  2.541  2.629  -0.499  0.64
H  -1.371  -1.056  1.274  0.44
C  -0.801  -1.422  -0.757  0.00
C  -0.290  -3.752  -1.191  -0.67
C  3.943  1.871  1.336  0.36
P  3.624  4.666  1.181  0.14
H  5.657  4.218  0.656  0.34
N  1.881  3.515  -1.324  -0.55
C  2.352  1.192  -0.856  0.49
H  -0.800  -3.522  -2.128  0.34

HOMO level: -10.9 eV
spin multiplicity: 1
gap between HOMO and LUMO: 0.2722 Eh
total charge: +1


(3)
ClH5Si2 | the ωB97M-V functional and the def2-TZVPD basis

Each line ends with the Mulliken charge.
Positions of all 8 atoms, in Å:
H  -1.700  1.447  -0.416  -0.09
H  3.926  1.017  0.388  -0.06
H  -2.374  -0.646  -1.438  -0.09
Cl  -0.445  -1.519  0.098  -0.21
Si  3.124  -0.103  -0.114  0.14
H  -2.588  -0.163  0.985  -0.11
Si  -1.796  -0.040  -0.192  0.51
H  1.853  0.007  0.687  -0.08

HOMO level: -8.5 eV
energy relative to the best compared isomer or geometry (same formula, charge and spin): 2.919 eV
spin multiplicity: 1
gap between HOMO and LUMO: 0.2731 Eh


(4)
C2H10O2S | the ωB97M-V functional and the def2-TZVPD basis

Each line ends with the Mulliken charge.
Positions of all 15 atoms, in Å:
S  0.134  -0.314  -0.945  -0.20
H  0.785  -0.971  1.548  0.31
H  -2.347  -0.836  1.592  0.35
H  -0.652  1.896  -1.609  0.31
H  2.276  0.529  -2.640  0.30
O  -3.122  -0.795  0.980  -0.63
C  2.543  0.252  -1.355  -0.65
H  -2.723  -0.334  0.312  0.26
H  -0.420  1.877  0.221  0.26
H  0.598  -2.366  2.303  0.31
C  -0.767  1.355  -0.697  -0.86
O  0.180  -1.485  2.253  -0.63
H  2.608  1.049  -0.186  0.29
H  2.752  -1.134  -1.133  0.24
H  -1.845  1.276  -0.643  0.34

HOMO level: -9.0 eV
energy relative to the best compared isomer or geometry (same formula, charge and spin): 6.143 eV
spin multiplicity: 1
gap between HOMO and LUMO: 0.3017 Eh


Values of total energy, in order: -4072.208447; -1427.858036; -1042.068596; -630.631274, all in a.u..